{
  "formula": "C6H28F2N6O7PRbS2",
  "method": "wB97M-V/def2-TZVPD",
  "elements": ["Rb", "N", "H", "H", "H", "H", "N", "H", "H", "H", "H", "N", "S", "O", "O", "F", "S", "O", "O", "F", "O", "H", "O", "H", "O", "P", "N", "C", "C", "N", "C", "C", "N", "C", "C", "H", "H", "H", "H", "H", "H", "H", "H", "H", "H", "H", "H", "H", "H", "H", "H", "H", "H"],
  "coordinates": [[32.864, 9.633, 17.990], [31.349, 9.835, 13.148], [31.970, 10.151, 13.879], [31.653, 10.305, 12.308], [30.374, 9.991, 13.364], [31.614, 8.863, 13.219], [30.133, 9.840, 16.102], [30.992, 10.269, 15.789], [29.575, 9.919, 15.264], [29.880, 10.399, 16.904], [30.329, 8.887, 16.372], [28.838, 10.068, 13.765], [28.280, 11.380, 13.236], [27.231, 11.973, 14.068], [28.383, 11.728, 11.820], [29.525, 12.185, 13.788], [27.724, 9.140, 12.874], [28.113, 8.657, 11.573], [26.327, 9.389, 13.150], [27.976, 7.762, 13.710], [30.750, 7.483, 17.090], [31.490, 7.055, 17.564], [32.481, 10.724, 15.330], [32.681, 11.675, 15.226], [29.752, 11.643, 18.185], [29.211, 12.727, 18.953], [27.626, 12.474, 19.707], [27.057, 13.455, 20.629], [26.710, 11.443, 19.218], [28.942, 14.195, 18.079], [28.653, 15.525, 18.595], [28.956, 14.002, 16.727], [30.394, 13.166, 20.098], [31.507, 13.982, 19.749], [30.474, 12.804, 21.588], [26.613, 12.923, 21.471], [26.336, 14.117, 20.149], [27.841, 14.139, 20.956], [27.286, 10.555, 18.958], [26.149, 11.733, 18.329], [25.887, 11.324, 19.923], [29.329, 15.802, 19.404], [28.811, 16.108, 17.688], [27.580, 15.582, 18.779], [29.424, 14.866, 16.255], [29.497, 13.148, 16.321], [27.921, 13.947, 16.389], [31.705, 13.920, 18.679], [31.325, 14.993, 20.111], [32.347, 13.808, 20.421], [30.832, 13.675, 22.136], [31.345, 12.149, 21.600], [29.560, 12.549, 22.124]],
  "total_charge": 0,
  "homo_energy_ha": -0.2832
}



{
  "formula": "CH2OS",
  "method": "wB97M-V/def2-TZVPD",
  "elements": ["C", "O", "S", "H", "H"],
  "coordinates": [[-0.252, -0.428, 0.151], [0.134, -1.485, 0.376], [-0.792, 1.099, 1.140], [0.203, 0.848, -0.294], [0.707, -0.034, -1.373]],
  "de_lowest_ev": 4.819,
  "total_charge": 0,
  "homo_energy_ha": [-0.3592, -0.3592]
}



{
  "formula": "C4H10OS",
  "method": "wB97M-V/def2-TZVPD",
  "elements": ["C", "C", "C", "C", "H", "H", "H", "H", "H", "H", "H", "H", "H", "H", "O", "S"],
  "coordinates": [[1.368, -1.427, -1.678], [0.401, -0.598, -0.827], [0.823, -0.611, 0.631], [0.085, 0.388, 1.561], [1.195, -1.538, -2.810], [2.384, -1.127, -1.210], [1.269, -2.379, -1.290], [-0.705, -0.928, -0.865], [1.316, 1.252, -1.352], [0.759, -1.583, 1.141], [1.856, -0.308, 0.909], [-0.073, 0.053, 2.748], [0.664, 1.396, 1.585], [-1.351, 2.241, 0.158], [0.381, 0.672, -1.519], [-1.652, 0.690, 0.938]],
  "de_lowest_ev": 3.339,
  "total_charge": 0,
  "homo_energy_ha": -0.3216
}



{
  "formula": "C3H6Cl2O3",
  "method": "wB97M-V/def2-TZVPD",
  "elements": ["C", "C", "C", "O", "O", "O", "Cl", "Cl", "H", "H", "H", "H", "H", "H"],
  "coordinates": [[0.302, -1.593, -0.272], [-0.801, -0.555, -0.597], [0.359, 1.182, 0.458], [-1.928, -0.525, 0.074], [1.641, 1.244, 0.032], [0.117, 0.926, 1.754], [-0.290, -3.220, -0.647], [-0.570, 2.689, -0.133], [0.743, -1.489, 0.709], [1.112, -1.395, -1.005], [-0.752, -0.235, -1.601], [-2.244, 0.311, -0.232], [1.565, 1.208, -0.864], [0.748, 1.452, 2.322]],
  "de_lowest_ev": 2.748,
  "total_charge": 0,
  "homo_energy_ha": [-0.2978, -0.2978]
}



{
  "formula": "C4H6N2O",
  "method": "wB97M-V/def2-TZVPD",
  "elements": ["C", "C", "C", "C", "N", "N", "O", "H", "H", "H", "H", "H", "H"],
  "coordinates": [[-0.092, -0.067, 1.023], [0.003, -0.175, -0.980], [-0.205, 0.015, 2.422], [0.044, -0.190, -2.361], [-0.247, 0.711, -0.094], [-0.001, -1.292, 0.053], [-0.519, -2.316, 0.049], [-0.378, -0.929, 2.815], [-0.846, 0.767, 2.667], [0.681, 0.362, 2.985], [0.546, 0.559, -2.891], [-0.769, 0.408, -2.870], [0.106, -1.171, -2.898]],
  "de_lowest_ev": 5.685,
  "total_charge": 2,
  "homo_energy_ha": -0.8303
}